Computed, not measured: 10 unconnected molecules or ions with the total composition C30H73N13O9P in a non-equilibrium geometry, with ωB97M-V with the def2-TZVPD basis set.

As for the net charge: +1. The calculation puts the frontier orbital gap at 8.119 eV. For the highest occupied orbital energy, the calculation gives -10.79 eV. For the calculated total energy, the calculation gives -79379.00539 eV.

CARTESIAN COORDINATES (ANGSTROEM)
N 4.68526 -4.30870 3.33216
P 4.42781 -4.12245 1.81529
N 2.78865 -4.30588 1.33871
C 2.06351 -5.49209 1.88389
C 0.56707 -5.00810 1.83900
N 0.73787 -3.70692 1.12530
C 1.93002 -3.25566 1.55008
N 2.18577 -2.07904 2.10749
H 5.31321 -5.07117 3.53480
H 5.14950 -5.01894 1.01581
H 4.74658 -2.84683 1.34718
H 2.28679 -6.40760 1.36297
H 2.29505 -5.56297 2.93740
H -0.15358 -5.68183 1.41229
H 0.34349 -4.71426 2.85482
H -0.01762 -3.04052 1.24111
H 2.66622 -1.29194 1.67871
H 1.84674 -1.92539 3.05785
C 4.60592 1.45286 0.89549
C 4.12322 1.09060 2.27811
O 3.00587 0.59100 2.46400
N 4.94402 1.32240 3.31162
C 6.28698 1.89654 3.28448
H 3.83542 1.20058 0.17378
H 4.81423 2.52106 0.83330
H 5.50880 0.89672 0.64520
H 4.55798 1.05377 4.20383
H 6.99392 1.18441 3.70093
H 6.30337 2.80181 3.89250
H 6.59391 2.13964 2.27954
C -1.79586 -2.01199 3.58143
C -0.41203 -1.47436 3.86780
O 0.47402 -2.19167 4.34414
N -0.16514 -0.19257 3.56149
C -1.05482 0.79081 2.94718
H -1.83004 -3.05724 3.87410
H -2.54588 -1.46344 4.15047
H -2.02719 -1.93370 2.51790
H 0.77952 0.09275 3.78269
H -0.61896 1.12928 2.00783
H -1.16762 1.64047 3.60088
H -2.03117 0.36044 2.75226
C 2.21714 -2.60153 -1.60134
C 3.33194 -1.77314 -2.18058
O 3.97911 -0.99654 -1.48452
N 3.59773 -1.91330 -3.49904
C 2.92820 -2.77584 -4.45868
H 2.12828 -2.36715 -0.55372
H 1.26202 -2.37350 -2.07727
H 2.43980 -3.66481 -1.70786
H 4.35607 -1.33460 -3.82373
H 3.64460 -3.47366 -4.89386
H 2.49929 -2.17548 -5.26156
H 2.13280 -3.33885 -3.98327
C -3.15287 -1.84412 -2.94704
C -1.68753 -1.55054 -2.78630
O -0.90966 -2.34060 -2.24926
N -1.24407 -0.36310 -3.26050
C -2.02695 0.66521 -3.93296
H -3.36504 -2.82280 -2.52707
H -3.74829 -1.09872 -2.41787
H -3.42896 -1.83939 -4.00059
H -0.25899 -0.20525 -3.12206
H -1.62360 0.83614 -4.93282
H -1.97011 1.59735 -3.37046
H -3.06635 0.37254 -4.01807
C -5.62969 0.36935 -6.96680
C -4.66371 -0.75608 -6.69099
O -4.59332 -1.28737 -5.59190
N -3.86459 -1.16445 -7.70837
C -3.80934 -0.65380 -9.06660
H -6.18418 0.57732 -6.05809
H -5.09388 1.27175 -7.26137
H -6.32912 0.09083 -7.75584
H -3.24559 -1.91852 -7.45782
H -4.03799 -1.45177 -9.77415
H -2.80881 -0.27666 -9.28294
H -4.52230 0.15029 -9.20568
C -0.03795 4.66041 1.75605
C -1.35603 4.60817 2.49474
O -1.83458 3.55228 2.88682
N -1.99720 5.78032 2.71243
C -1.58537 7.11847 2.32489
H 0.34949 3.65053 1.66221
H -0.17239 5.07943 0.75863
H 0.68574 5.26352 2.30463
H -2.86753 5.67644 3.20942
H -1.48079 7.74630 3.21034
H -2.33662 7.56432 1.67222
H -0.63748 7.09495 1.80011
C 10.85536 3.04508 1.12339
C 9.57431 3.29577 1.88180
O 8.93474 2.38488 2.38901
N 9.15061 4.58066 1.98546
C 9.77547 5.77931 1.45249
H 11.05762 1.97946 1.13064
H 10.76293 3.37908 0.08974
H 11.68941 3.56436 1.59541
H 8.29412 4.68351 2.50500
H 10.01842 6.46490 2.26497
H 9.09186 6.28295 0.76791
H 10.68612 5.53527 0.91854
C -4.75897 2.83204 -1.38080
C -5.35579 1.85808 -2.37218
O -4.98617 1.81905 -3.53629
N -6.31652 1.01912 -1.91786
C -6.87169 0.93320 -0.57806
H -4.00915 3.42756 -1.89160
H -5.52605 3.49766 -0.98488
H -4.28462 2.30009 -0.55511
H -6.66600 0.38576 -2.62001
H -6.70127 -0.06595 -0.17113
H -7.94691 1.11478 -0.61540
H -6.41589 1.66390 0.08062
C -5.86927 -1.64894 2.88585
C -6.47423 -2.65066 1.92680
O -6.13049 -2.71366 0.75725
N -7.42376 -3.48683 2.41620
C -7.95448 -3.55671 3.76649
H -5.13334 -1.05918 2.34802
H -6.63521 -0.98105 3.28094
H -5.37584 -2.15777 3.71460
H -7.78625 -4.12822 1.72895
H -7.77622 -4.54753 4.18614
H -9.02993 -3.37606 3.75389
H -7.48503 -2.81810 4.40593